Here is a molecular structure, C21H23Cr2N4O in a non-equilibrium geometry from the Open Molecules 2025 dataset. Energies are from ωB97M-V with the def2-TZVPD basis set.

Values from the calculation:
E_LUMO (spin up / spin down): -8.46 / -8.47 eV
<S²>: 24.78
Multiplicity: 10
Energy: -3196.499932 hartree
Charge: +2
Gap between HOMO and LUMO (spin up / spin down): 4.8953 / 4.8837 eV

The geometry in XYZ format:
```
51
Properties=species:S:1:pos:R:3:mulliken_spin:R:1
Cr -8.8685 -20.4352 11.1892 4.2271
Cr -8.1530 -17.5302 12.4110 5.0540
C -5.7859 -20.0423 12.4761 0.0138
O -7.0160 -19.5112 12.0149 -0.2067
H -5.9396 -21.0942 12.7170 0.0041
H -5.0880 -19.9575 11.6431 -0.0101
H -5.3595 -19.4920 13.3148 -0.0042
N -4.8920 -19.8935 17.8335 0.0001
C -5.2798 -20.2082 16.5485 0.0001
C -5.7462 -21.4858 16.3471 0.0007
C -5.6932 -22.4444 17.3786 -0.0001
C -5.2105 -22.1167 18.6475 0.0000
C -4.9231 -20.7769 18.8479 -0.0001
H -5.1677 -19.4642 15.7737 0.0000
H -6.1274 -21.8252 15.3954 0.0011
H -5.9747 -23.4508 17.1060 0.0000
H -5.1423 -22.7973 19.4833 0.0000
H -4.6837 -20.4232 19.8399 0.0000
N -8.9163 -21.3967 13.4518 -0.0736
C -9.0871 -22.7160 13.7977 0.0016
C -9.2919 -23.2544 15.0641 -0.0040
C -9.1435 -22.4141 16.1183 0.0041
C -9.1264 -21.0501 15.8710 0.0333
C -8.9630 -20.6436 14.5515 0.0941
H -9.1122 -23.4364 12.9935 -0.0015
H -9.4497 -24.3155 15.1886 0.0008
H -8.9190 -22.7872 17.1066 0.0008
H -9.1114 -20.3293 16.6751 0.0004
H -8.7676 -19.5914 14.4060 -0.0992
N -2.0453 -18.7815 8.8694 0.0000
C -0.6775 -18.7587 8.9350 0.0000
C 0.0073 -18.2084 10.0671 0.0000
C -0.7947 -17.5788 11.0936 0.0000
C -2.1958 -17.6943 11.0722 -0.0010
C -2.7519 -18.2603 9.9365 0.0003
H -0.1160 -19.1438 8.0966 0.0000
H 1.0830 -18.1476 9.9918 0.0000
H -0.2892 -17.0899 11.9133 0.0000
H -2.8306 -17.3237 11.8634 0.0012
H -3.8264 -18.3665 9.9148 0.0007
N -7.9739 -20.2934 8.9966 -0.0401
C -6.6958 -20.4889 8.7119 0.0172
C -6.0731 -20.0472 7.5448 0.0008
C -6.9080 -19.4716 6.5207 0.0034
C -8.2792 -19.3558 6.7900 -0.0106
C -8.7580 -19.7621 8.0242 0.0070
H -6.1420 -20.9940 9.4895 -0.0030
H -5.0256 -20.2752 7.4144 0.0003
H -6.5908 -19.1603 5.5364 0.0001
H -8.9854 -18.9203 6.0986 0.0002
H -9.7638 -19.6018 8.3835 -0.0133
```